69
Properties=species:S:1:pos:R:3:forces:R:3:lowdin_spin:R:1 method="wB97M-V/def2-TZVPD" homo_lumo_gap_ev="10.04 / 6.76" multiplicity=2
Cu 2.509 -14.868 22.991 -1.710 0.391 0.716 0.74
C -0.595 -13.635 24.172 1.396 -1.643 -0.437 0.02
O -0.771 -14.517 25.273 -0.081 0.248 0.626 0.00
O 0.735 -13.756 23.730 -0.952 0.260 -0.396 0.19
C -1.768 -13.980 23.096 2.552 0.458 1.143 0.00
F -1.662 -13.212 22.035 0.610 0.735 -1.463 0.00
F -1.681 -15.254 22.686 -0.448 -0.023 0.247 0.00
F -2.970 -13.695 23.572 -0.845 -0.642 0.872 0.00
C -1.616 -14.097 26.346 -1.512 -1.791 -0.233 0.00
C -1.374 -14.952 27.561 1.368 -0.449 0.572 0.00
H -2.234 -14.948 28.230 0.226 0.427 0.194 0.00
H -1.196 -16.008 27.359 -0.341 -0.062 -0.717 0.00
H -0.432 -14.694 28.044 -0.166 0.401 0.564 0.00
H -2.637 -14.413 26.134 -0.386 0.499 -0.757 0.00
H -1.689 -13.041 26.606 0.730 0.270 -0.395 0.00
H -0.778 -12.646 24.591 -0.045 0.601 -0.562 0.01
As 5.154 -17.869 22.512 1.498 -0.559 -0.478 0.00
F 4.012 -16.481 22.297 0.557 -0.923 -0.109 0.00
F 4.132 -18.851 21.486 0.369 0.542 0.299 0.00
F 6.289 -19.225 22.776 -1.124 1.427 -0.412 0.00
F 6.229 -16.816 23.491 -1.229 -0.783 -0.576 0.00
F 4.188 -18.427 23.903 0.909 0.873 -0.796 0.00
F 6.058 -17.286 21.032 -1.137 -0.658 1.773 0.00
C 1.493 -17.460 24.790 1.415 0.263 -0.255 0.00
O 1.647 -16.930 23.435 -0.162 -0.245 2.116 0.00
C 0.766 -17.565 22.571 -1.120 0.806 -0.598 0.00
C 1.002 -17.031 21.165 0.858 0.404 -0.043 0.00
O 1.343 -15.596 21.215 0.352 -0.885 -0.841 0.01
C 1.756 -15.107 19.897 -0.890 -1.545 0.434 0.00
C 2.084 -13.674 20.003 -0.410 1.114 1.177 0.00
O 2.850 -13.480 21.196 -0.305 1.125 0.052 0.01
C 2.880 -12.097 21.624 0.134 0.039 -0.050 0.00
H 0.546 -17.277 25.298 -0.210 0.495 -0.527 0.00
H 2.328 -17.014 25.331 -0.310 0.121 0.159 0.00
H 1.695 -18.530 24.825 -0.086 -0.126 -0.479 0.00
H -0.264 -17.317 22.827 -0.192 -0.005 0.381 0.00
H 0.881 -18.645 22.659 0.143 -0.136 -0.452 0.00
H 0.117 -17.146 20.539 -0.043 -0.054 0.036 0.00
H 1.834 -17.599 20.750 0.205 0.299 -0.316 0.00
H 0.882 -15.205 19.254 -0.025 -0.036 -0.259 0.00
H 2.546 -15.716 19.457 0.258 -0.143 0.408 0.00
H 1.146 -13.132 20.124 -0.136 0.208 0.032 0.00
H 2.587 -13.262 19.128 0.234 -0.203 -0.075 0.00
H 3.209 -11.419 20.838 0.602 -0.316 -0.249 0.00
H 3.537 -12.060 22.493 0.038 0.032 -0.227 0.00
H 1.927 -11.650 21.909 -0.512 -0.809 0.182 0.00
C 5.629 -13.867 22.031 -0.438 -0.692 0.030 0.00
O 4.612 -14.191 23.066 2.345 0.296 -0.469 0.01
C 5.222 -13.940 24.357 -1.093 0.473 0.654 0.00
C 4.609 -14.800 25.412 -1.076 -1.843 -1.560 0.00
O 3.140 -14.670 25.258 0.678 0.619 2.484 0.01
C 2.503 -14.253 26.516 -1.040 -0.190 -0.383 0.00
C 2.424 -12.740 26.695 1.720 0.041 -0.476 0.00
O 3.813 -12.266 26.657 -0.892 -0.443 -1.014 0.00
C 3.917 -10.907 27.010 -0.258 -0.615 1.747 0.00
H 6.472 -14.558 22.000 -0.274 -0.527 0.622 0.00
H 6.089 -12.897 22.218 -0.527 0.315 0.033 0.00
H 5.188 -13.951 21.038 -0.302 0.323 0.370 0.00
H 4.880 -12.931 24.587 0.872 0.383 0.212 0.00
H 6.293 -14.129 24.423 0.072 0.326 -0.649 0.00
H 5.066 -14.737 26.400 -0.655 0.898 0.119 0.00
H 4.780 -15.844 25.150 0.147 -0.160 -0.207 0.00
H 2.890 -14.729 27.417 1.337 0.102 -0.247 0.00
H 1.525 -14.727 26.590 -0.473 0.482 -0.949 0.00
H 1.991 -12.433 27.647 -0.097 -0.355 0.335 0.00
H 1.843 -12.237 25.921 0.022 -0.202 -0.343 0.00
H 3.410 -10.170 26.388 0.020 -0.212 -0.403 0.00
H 4.957 -10.648 27.210 0.049 -0.073 -0.543 0.00
H 3.454 -10.933 27.997 -0.217 1.050 0.354 0.00